# C28H28N8PdSe

C28H28N8PdSe as an isolated structure (ωB97M-V/def2-TZVPD, OMol25).

```
! wB97M-V def2-TZVPD RIJCOSX def2/J DEFGRID3
* xyz 4 5
Pd -0.0496 -0.1826 0.3008
Se -0.6452 -1.6435 -2.6483
N -1.3191 0.0058 -2.3579
N -1.9296 -0.0931 2.8527
N 1.7402 0.3926 -0.7597
N -1.5374 0.5728 1.7482
N 1.0316 1.4998 1.5379
N -1.4825 -1.8501 0.3554
N -0.4573 -1.3872 -4.3910
N 1.5057 -1.2607 1.5205
C 2.2494 3.2815 3.2077
C 2.4405 1.9192 3.3762
C -3.4341 -3.7930 0.6086
C -1.6437 1.5636 -6.2057
C 4.1032 0.1463 -0.7512
C 4.2188 1.2111 -1.6368
C -0.9331 -0.1999 -4.6668
C -2.2873 1.6766 1.7040
C 1.9347 -0.4500 2.6932
C 1.4401 3.7367 2.1726
C -2.1062 2.3173 -5.1282
C 3.0703 1.8639 -2.0715
C 2.6227 -1.4370 0.5513
C 2.8467 -0.2378 -0.3257
C -1.9935 1.8598 -3.8102
C 1.0356 -2.5963 1.9894
C 0.3175 -3.4363 0.9383
C -2.9088 0.5662 3.4975
C 0.8426 2.8055 1.3465
C 1.8085 1.0356 2.5122
C -2.1013 -4.0873 0.8575
C -1.4040 0.5802 -3.5453
C -3.7782 -2.5025 0.2249
C -3.1698 1.7144 2.7817
C 1.8487 1.4337 -1.5991
C -2.7798 -1.5605 0.1221
C -1.0496 0.3103 -6.0016
C -1.1339 -3.1025 0.7211
H -2.1674 2.3955 0.9093
H 2.9693 -0.7047 2.9380
H 1.3334 -0.7444 3.5553
H -2.3783 2.4577 -2.9930
H 2.3803 -2.2735 -0.1040
H -3.0049 -0.5382 -0.1490
H -1.7496 1.9449 -7.2142
H 5.1950 1.5330 -1.9772
H -0.6915 -0.2931 -6.8291
H -1.5477 -0.9938 3.0878
H 0.2078 3.1043 0.5216
H 3.1249 2.7012 -2.7532
H 0.9270 1.9259 -1.8836
H 0.3789 -4.4751 1.2611
H -3.8958 2.4756 3.0112
H -1.8042 -5.0858 1.1501
H 2.7312 3.9854 3.8745
H -2.5725 3.2772 -5.3138
H 0.8397 -3.4135 -0.0223
H 3.0716 1.5379 4.1694
H -4.1920 -4.5591 0.7147
H 3.5321 -1.7109 1.0909
H 0.3820 -2.4387 2.8476
H 1.9104 -3.1429 2.3567
H 4.9806 -0.3806 -0.3989
H 1.2736 4.7919 2.0052
H -3.3443 0.1770 4.4046
H -4.8029 -2.2258 0.0190
*
```

Its LUMO energy (alpha / beta) is -12.841 / -15.032 eV. For the HOMO energy (alpha / beta), the calculation gives -20.418 / -20.334 eV.

# C8H16N2O4Si

One molecule with the formula C8H16N2O4Si in a non-equilibrium geometry (ωB97M-V/def2-TZVPD, OMol25).

```
! wB97M-V def2-TZVPD RIJCOSX def2/J DEFGRID3
* xyz 0 1
Si 0.5502 1.2433 -0.1735
O -0.5383 -1.4080 -0.9447
O -1.9873 3.3212 1.4615
O -2.8829 -1.5552 -1.1903
O -0.2058 3.8996 0.5660
N -1.5085 3.5110 0.3886
N 4.0089 1.1348 2.0730
C -1.8747 -3.4770 -0.0987
C 1.7395 0.5381 1.1526
C -1.9912 -3.1468 1.4832
C 3.1855 1.2635 1.0580
C -0.4599 -0.5600 -2.1137
C -1.7933 -2.0381 -0.8217
C 0.7929 0.4580 -1.9222
C 0.6735 3.1749 -0.3696
H -2.5060 -3.9658 2.0741
H -2.8603 -3.9818 -0.3995
H -2.5925 -2.1710 1.5436
H 1.7295 3.5723 -0.2401
H -0.8296 0.9655 0.2672
H 0.6005 1.3103 -2.6702
H 1.8330 -0.5959 1.1256
H 1.7966 -0.0508 -2.0660
H -1.0013 -4.1519 -0.3588
H 1.3197 0.8288 2.1766
H 3.5642 0.5545 2.8084
H 0.3445 3.4244 -1.4332
H -0.2713 -1.1403 -3.0875
H 3.4773 1.8378 0.1131
H -0.9478 -2.8964 1.8865
H -1.3652 0.1010 -2.2881
*
```

As for the SMILES: [H]/N=C\C[Si@H](CCOC(=O)CC)CON=O. Its LUMO energy is 0.021 eV. For the HOMO energy, the calculation gives -9.917 eV.